# 1
Here is one molecule with the formula C4H9NO from OMol25. Energies are from ωB97M-V with the def2-TZVPD basis set.

Output
energy above the lowest of the compared OMol25 structures with the same formula, charge and spin	141.1	kJ/mol
structure (SMILES)	CC/N=C/OC
highest occupied orbital energy	-0.35470	hartree

Last columns: bonded neighbours and bond lengths (Å).
Element x y z (Å)
1 H 2.808 -0.866 -2.330  C2 1.091
2 C 2.192 -0.679 -1.450  H1 1.091, H5 1.092, O6 1.425, H11 1.094
3 N -0.038 -0.228 -0.033  C7 1.452, C12 1.262
4 H -0.522 0.072 2.554  C14 1.093
5 H 1.635 -1.575 -1.168  C2 1.092
6 O 1.293 0.366 -1.810  C2 1.425, C12 1.340
7 C -1.357 -0.125 0.565  N3 1.452, H9 1.104, C14 1.525, H15 1.097
8 H -0.507 1.191 -1.510  C12 1.097
9 H -2.063 0.427 -0.080  C7 1.104
10 H -2.264 0.376 2.467  C14 1.094
11 H 2.820 -0.377 -0.607  C2 1.094
12 C 0.180 0.458 -1.069  N3 1.262, O6 1.340, H8 1.097
13 H -1.120 1.591 1.874  C14 1.093
14 C -1.313 0.517 1.947  H4 1.093, C7 1.525, H10 1.094, H13 1.093
15 H -1.745 -1.148 0.649  C7 1.097

Atomic partial charges in e from the natural (NBO) method, atoms 1 to 6: atom 1 (H): 0.1902, atom 2 (C): -0.2639, atom 3 (N): -0.5120, atom 4 (H): 0.2141, atom 5 (H): 0.2009, atom 6 (O): -0.4979

---

# 2
Here is one molecule with the formula C4H9NO in a non-equilibrium geometry from OMol25. Energies are from ωB97M-V with the def2-TZVPD basis set.

Output
energy above the lowest of the compared OMol25 structures with the same formula, charge and spin	480.3	kJ/mol
structure (SMILES)	CCNC(C)=O
highest occupied orbital energy	-0.34490	hartree

Last columns: bonded neighbours and bond lengths (Å).
Element x y z (Å)
1 N -0.079 -0.872 -0.179  C4 1.423, H8 0.840, C13 1.477
2 H 2.731 -0.516 0.719  C3 0.919
3 C 2.406 -0.253 -0.099  H2 0.919, C4 1.527, H5 1.008, H15 1.202
4 C 0.928 0.116 0.000  N1 1.423, C3 1.527, O11 1.285
5 H 3.112 0.354 -0.486  C3 1.008
6 H -2.547 -0.048 -1.394  C12 1.177
7 H -3.071 0.556 0.120  C12 0.988
8 H -0.378 -1.085 -0.935  N1 0.840
9 H -0.979 -0.040 1.593  C13 1.268
10 H -1.691 1.485 -0.388  C12 1.260
11 O 0.566 1.338 0.167  C4 1.285
12 C -2.219 0.343 -0.334  H6 1.177, H7 0.988, H10 1.260, C13 1.535
13 C -1.353 -0.596 0.517  N1 1.477, H9 1.268, C12 1.535, H14 1.215
14 H -1.960 -1.620 0.756  C13 1.215
15 H 2.241 -1.348 -0.567  C3 1.202

Atomic partial charges in e from the natural (NBO) method, atoms 1 to 6: atom 1 (N): -0.6648, atom 2 (H): 0.2160, atom 3 (C): -0.6556, atom 4 (C): 0.6907, atom 5 (H): 0.2344, atom 6 (H): 0.2005

---

# 3
Here is a 2-piece molecular cluster, C4H9NO overall in a non-equilibrium geometry from OMol25. Energies are from ωB97M-V with the def2-TZVPD basis set.

Output
energy above the lowest of the compared OMol25 structures with the same formula, charge and spin	341.0	kJ/mol
structure (SMILES)	C=CO.C=NC
highest occupied orbital energy	-0.33121	hartree

Last columns: bonded neighbours and bond lengths (Å).
Element x y z (Å)
1 C 2.146 0.475 -0.894  H4 1.103, N7 1.445, H8 1.081, H12 1.105
2 H -0.971 -1.109 0.909  C11 1.077
3 C 1.543 -0.924 0.872  H5 1.093, N7 1.264, H10 1.091
4 H 2.284 -0.382 -1.574  C1 1.103
5 H 1.029 -1.014 1.833  C3 1.093
6 H -3.864 1.253 0.698  O14 0.947
7 N 2.050 0.178 0.517  C1 1.445, C3 1.264
8 H 1.292 1.029 -1.258  C1 1.081
9 H -2.246 1.242 -0.623  C13 1.084
10 H 1.470 -1.733 0.143  C3 1.091
11 C -1.400 -0.579 0.075  H2 1.077, C13 1.331, H15 1.092
12 H 3.009 1.162 -0.936  C1 1.105
13 C -2.263 0.434 0.098  H9 1.084, C11 1.331, O14 1.363
14 O -3.330 0.511 0.944  H6 0.947, C13 1.363
15 H -0.749 -0.547 -0.802  C11 1.092

Atomic partial charges in e from the natural (NBO) method, atoms 1 to 6: atom 1 (C): -0.4502, atom 2 (H): 0.2111, atom 3 (C): -0.0561, atom 4 (H): 0.1726, atom 5 (H): 0.1786, atom 6 (H): 0.4783

---

# 4
Here is one molecule with the formula C4H9NO in a non-equilibrium geometry from OMol25. Energies are from ωB97M-V with the def2-TZVPD basis set.

Output
energy above the lowest of the compared OMol25 structures with the same formula, charge and spin	183.4	kJ/mol
structure (SMILES)	CN[C@H](C)C=O
highest occupied orbital energy	-0.33653	hartree

Last columns: bonded neighbours and bond lengths (Å).
Element x y z (Å)
1 H 0.517 -2.178 0.948  C9 1.100
2 H 0.585 -0.824 1.850  C9 1.099
3 H -0.993 -1.368 0.956  C9 1.080
4 H 0.071 1.738 -0.767  N12 1.019
5 H 2.655 -0.547 0.560  C13 1.100
6 C 0.495 -0.227 -0.191  C9 1.538, H11 1.105, N12 1.447, C13 1.500
7 H -1.905 0.396 -1.493  C15 1.102
8 O 2.440 1.001 -0.613  C13 1.205
9 C 0.070 -1.174 0.944  H1 1.100, H2 1.099, H3 1.080, C6 1.538
10 H -2.125 0.236 0.269  C15 1.086
11 H 0.348 -0.739 -1.159  C6 1.105
12 N -0.260 1.007 -0.140  H4 1.019, C6 1.447, C15 1.472
13 C 1.967 0.035 -0.070  H5 1.100, C6 1.500, O8 1.205
14 H -2.189 1.802 -0.584  C15 1.091
15 C -1.675 0.842 -0.512  H7 1.102, H10 1.086, N12 1.472, H14 1.091

Atomic partial charges in e from the natural (NBO) method, atoms 1 to 6: atom 1 (H): 0.2170, atom 2 (H): 0.2160, atom 3 (H): 0.2222, atom 4 (H): 0.3788, atom 5 (H): 0.1243, atom 6 (C): -0.1629

---

# 5
Here is one molecule with the formula C4H9NO from OMol25. Energies are from ωB97M-V with the def2-TZVPD basis set.

Output
energy above the lowest of the compared OMol25 structures with the same formula, charge and spin	83.7	kJ/mol
structure (SMILES)	CCN(C)C=O
highest occupied orbital energy	-0.34448	hartree

Last columns: bonded neighbours and bond lengths (Å).
Element x y z (Å)
1 H -1.830 0.726 1.430  C6 1.108
2 H 0.793 -0.806 -1.391  C11 1.095
3 H 0.528 0.930 -1.503  C11 1.099
4 H -2.030 -1.178 -1.128  C7 1.098
5 C 1.915 0.356 0.056  H9 1.096, C11 1.542, H13 1.091, H15 1.093
6 C -0.892 0.939 0.881  H1 1.108, N10 1.360, O12 1.215
7 C -1.548 -1.134 -0.143  H4 1.098, H8 1.096, N10 1.459, H14 1.096
8 H -1.128 -2.119 0.092  C7 1.096
9 H 2.815 -0.032 -0.436  C5 1.096
10 N -0.583 -0.049 -0.001  C6 1.360, C7 1.459, C11 1.478
11 C 0.654 0.101 -0.794  H2 1.095, H3 1.099, C5 1.542, N10 1.478
12 O -0.238 1.944 1.079  C6 1.215
13 H 2.069 1.419 0.251  C5 1.091
14 H -2.348 -0.953 0.584  C7 1.096
15 H 1.823 -0.143 1.024  C5 1.093

Atomic partial charges in e from the natural (NBO) method, atoms 1 to 6: atom 1 (H): 0.1016, atom 2 (H): 0.2007, atom 3 (H): 0.2029, atom 4 (H): 0.1954, atom 5 (C): -0.6185, atom 6 (C): 0.5315

---

# 6
Here is one molecule with the formula C4H9NO from OMol25. Energies are from ωB97M-V with the def2-TZVPD basis set.

Output
energy above the lowest of the compared OMol25 structures with the same formula, charge and spin	34.0	kJ/mol
structure (SMILES)	CC(C)NC=O
highest occupied orbital energy	-0.35886	hartree

Last columns: bonded neighbours and bond lengths (Å).
Element x y z (Å)
1 O 2.459 -1.008 0.770  C5 1.214
2 H 2.936 0.946 0.449  C5 1.108
3 H -2.156 -0.494 0.989  C10 1.095
4 H 0.157 -1.277 0.357  C7 1.094
5 C 2.184 0.133 0.460  O1 1.214, H2 1.108, N8 1.358
6 H 0.066 -0.769 -2.072  C12 1.094
7 C -0.215 -0.302 0.030  H4 1.094, N8 1.456, C10 1.528, C12 1.529
8 N 0.951 0.568 0.093  C5 1.358, C7 1.456, H11 1.008
9 H -1.066 0.569 -1.779  C12 1.098
10 C -1.296 0.183 0.994  H3 1.095, C7 1.528, H13 1.094, H14 1.098
11 H 0.836 1.542 -0.142  N8 1.008
12 C -0.726 -0.408 -1.408  H6 1.094, C7 1.529, H9 1.098, H15 1.095
13 H -0.903 0.236 2.014  C10 1.094
14 H -1.656 1.182 0.713  C10 1.098
15 H -1.572 -1.101 -1.468  C12 1.095

Atomic partial charges in e from the natural (NBO) method, atoms 1 to 6: atom 1 (O): -0.6175, atom 2 (H): 0.1081, atom 3 (H): 0.2149, atom 4 (H): 0.2322, atom 5 (C): 0.5305, atom 6 (H): 0.2197

---

Computed values of LUMO (unit: eV) for the preceding records, in sequence: 1.12; 1.00; 0.74; 0.98; 0.87; 0.88.